{
  "formula": "C8H6NO2",
  "method": "the ωB97M-V functional and the def2-TZVPD basis",
  "gap_ev": 8.0,
  "lumo_ev": 3.86,
  "total_energy_ev": -13974.52144,
  "e_above_lowest_ev": 2.970,
  "total_charge": -1,
  "species": ["C", "C", "C", "C", "C", "C", "C", "C", "N", "O", "O", "H", "H", "H", "H", "H", "H"],
  "xyz": [[-0.023, -0.098, 1.656], [0.632, -1.465, -0.457], [-1.088, 0.672, 1.215], [0.511, -0.210, 0.267], [-0.585, -1.670, -0.969], [-1.547, 0.682, -1.509], [0.793, 1.153, -0.316], [-0.685, 0.576, -0.260], [-1.700, -2.088, -1.187], [-2.775, 0.872, -1.299], [-0.965, 0.528, -2.622], [0.318, -0.249, 2.581], [1.451, -2.029, -0.576], [-1.952, 1.149, 1.799], [1.094, 2.009, 0.228], [1.122, 1.101, -1.433], [-2.351, -1.570, -1.737]]
}

=====

{
  "formula": "C26H35BrCl5IrNO6Si",
  "method": "the ωB97M-V functional and the def2-TZVPD basis",
  "gap_ev": [6.8, 6.9],
  "lumo_ev": [2.36, 1.22],
  "total_energy_ev": -184680.15310,
  "e_above_lowest_ev": 0.379,
  "spin_multiplicity": 5,
  "total_charge": -1,
  "species": ["Ir", "N", "C", "C", "O", "O", "H", "H", "H", "H", "Cl", "C", "C", "C", "Cl", "C", "Cl", "C", "Cl", "C", "Cl", "Br", "C", "C", "C", "C", "C", "C", "H", "H", "H", "H", "C", "C", "C", "C", "O", "Si", "O", "O", "C", "C", "C", "C", "O", "C", "C", "C", "C", "H", "H", "H", "H", "H", "H", "H", "H", "H", "H", "H", "H", "H", "H", "H", "H", "H", "H", "H", "H", "H", "H", "H", "H", "H", "H", "H"],
  "xyz": [[9.199, 15.357, 10.382], [10.427, 15.459, 13.304], [11.755, 15.128, 12.898], [12.004, 15.161, 11.443], [12.990, 14.544, 11.082], [11.190, 15.797, 10.645], [10.340, 16.434, 13.607], [9.928, 14.790, 13.847], [11.963, 14.148, 13.278], [12.489, 15.833, 13.335], [11.355, 14.043, 7.877], [9.649, 14.102, 7.447], [8.798, 14.894, 8.287], [7.457, 14.973, 7.980], [6.327, 15.910, 8.927], [6.943, 14.265, 6.895], [5.272, 14.049, 6.622], [7.792, 13.471, 6.098], [7.144, 12.414, 4.855], [9.161, 13.439, 6.306], [10.291, 12.363, 5.476], [6.803, 20.814, 13.667], [7.450, 19.157, 12.942], [6.660, 18.006, 12.819], [7.172, 16.884, 12.162], [8.309, 16.930, 11.369], [8.938, 18.179, 11.352], [8.571, 19.241, 12.126], [5.632, 18.026, 13.369], [6.554, 15.934, 12.111], [9.878, 18.354, 10.833], [9.124, 20.153, 12.089], [10.993, 9.032, 10.789], [10.882, 10.556, 10.802], [10.943, 11.205, 9.411], [12.041, 11.167, 11.662], [9.599, 10.803, 11.411], [9.065, 12.218, 12.016], [9.402, 13.452, 11.022], [7.475, 11.815, 12.213], [6.460, 11.226, 11.374], [6.796, 9.796, 11.171], [6.425, 11.960, 10.011], [5.164, 11.453, 12.156], [9.578, 12.653, 13.496], [9.551, 11.870, 14.708], [9.606, 10.350, 14.532], [10.806, 12.288, 15.454], [8.259, 12.165, 15.427], [11.908, 8.591, 10.338], [10.105, 8.541, 10.367], [10.932, 8.748, 11.814], [11.849, 10.948, 8.851], [10.941, 12.303, 9.590], [10.103, 10.925, 8.707], [12.976, 10.763, 11.286], [11.923, 10.905, 12.724], [12.077, 12.213, 11.543], [7.703, 9.680, 10.670], [5.958, 9.423, 10.637], [6.830, 9.275, 12.133], [7.377, 11.850, 9.532], [5.965, 12.959, 10.132], [5.689, 11.429, 9.379], [5.305, 11.019, 13.221], [4.300, 10.997, 11.689], [5.034, 12.530, 12.219], [10.462, 9.977, 14.005], [8.785, 10.061, 13.926], [9.478, 9.859, 15.448], [11.571, 12.182, 14.675], [11.124, 11.640, 16.305], [10.828, 13.296, 15.832], [7.403, 11.933, 14.825], [8.137, 13.259, 15.589], [8.210, 11.596, 16.380]]
}

=====

{
  "formula": "C52H80Br2Cl38F3N2O2",
  "method": "the ωB97M-V functional and the def2-TZVPD basis",
  "gap_ev": 9.3,
  "lumo_ev": -1.54,
  "total_energy_ev": -686382.35853,
  "e_above_lowest_ev": 0.000,
  "total_charge": 1,
  "species": ["C", "C", "C", "C", "C", "C", "C", "C", "C", "C", "C", "C", "C", "C", "C", "N", "C", "C", "O", "C", "O", "C", "C", "C", "C", "C", "C", "F", "Br", "C", "F", "F", "Br", "N", "C", "C", "C", "C", "C", "C", "C", "C", "H", "H", "H", "H", "H", "H", "H", "H", "H", "H", "H", "H", "H", "H", "H", "H", "H", "H", "H", "H", "H", "H", "H", "H", "H", "H", "H", "H", "H", "H", "H", "H", "H", "H", "H", "H", "H", "H", "H", "H", "H", "H", "C", "Cl", "Cl", "H", "H", "C", "Cl", "Cl", "H", "H", "C", "Cl", "Cl", "H", "H", "C", "Cl", "Cl", "H", "H", "C", "Cl", "Cl", "H", "H", "C", "Cl", "Cl", "H", "H", "C", "Cl", "Cl", "H", "H", "C", "Cl", "Cl", "H", "H", "C", "Cl", "Cl", "H", "H", "C", "Cl", "Cl", "H", "H", "C", "Cl", "Cl", "H", "H", "C", "Cl", "Cl", "H", "H", "C", "Cl", "Cl", "H", "H", "C", "Cl", "Cl", "H", "H", "C", "Cl", "Cl", "H", "H", "C", "Cl", "Cl", "H", "H", "C", "Cl", "Cl", "H", "H", "C", "Cl", "Cl", "H", "H", "C", "Cl", "Cl", "H", "H"],
  "xyz": [[-1.511, 3.352, 0.730], [-0.794, 3.281, -0.618], [-0.551, 1.809, -0.988], [0.621, 1.310, -0.169], [1.868, 2.150, -0.469], [0.888, -0.167, -0.215], [1.804, -0.936, -0.837], [2.927, -0.581, -1.753], [4.330, -0.944, -1.231], [4.713, -1.105, 0.089], [6.003, -1.510, 0.360], [6.935, -1.735, -0.626], [8.331, -2.191, -0.312], [6.559, -1.565, -1.949], [5.268, -1.174, -2.226], [1.593, -2.273, -0.497], [2.438, -3.365, -0.991], [1.694, -4.634, -1.384], [1.621, -5.632, -0.371], [2.852, -6.173, -0.051], [3.421, -5.781, 0.929], [3.417, -7.268, -0.914], [4.566, -7.974, -0.183], [0.556, -2.310, 0.346], [-0.026, -3.504, 1.032], [0.910, -4.128, 2.079], [0.745, -3.669, 3.518], [1.396, -4.575, 4.290], [-1.103, -3.716, 4.113], [1.478, -2.271, 3.801], [2.442, -2.488, 4.694], [2.078, -1.826, 2.688], [0.429, -0.825, 4.586], [0.096, -1.086, 0.503], [-1.087, -0.710, 1.296], [-2.353, -1.154, 0.545], [-3.425, -1.561, 1.319], [-4.571, -2.002, 0.701], [-4.707, -2.042, -0.664], [-3.653, -1.647, -1.472], [-3.720, -1.678, -2.987], [-2.485, -1.210, -0.840], [-0.927, 2.924, 1.543], [-2.469, 2.839, 0.657], [-1.729, 4.376, 1.013], [-1.419, 3.747, -1.354], [0.138, 3.831, -0.529], [-1.437, 1.284, -0.650], [-0.395, 1.663, -2.056], [0.363, 1.514, 0.868], [2.766, 1.575, -0.382], [1.948, 2.952, 0.256], [1.749, 2.606, -1.450], [2.845, 0.433, -2.117], [2.816, -1.208, -2.638], [3.981, -0.962, 0.863], [6.306, -1.678, 1.385], [8.839, -2.512, -1.213], [8.904, -1.348, 0.079], [8.356, -2.985, 0.429], [7.248, -1.754, -2.756], [4.975, -1.043, -3.259], [2.954, -3.018, -1.874], [3.223, -3.545, -0.261], [2.220, -5.057, -2.240], [0.697, -4.413, -1.751], [2.679, -8.028, -1.152], [3.826, -6.849, -1.831], [4.319, -8.163, 0.856], [5.449, -7.346, -0.202], [4.756, -8.939, -0.640], [-1.011, -3.244, 1.400], [-0.189, -4.256, 0.270], [0.772, -5.202, 2.081], [1.942, -3.939, 1.807], [-1.057, 0.347, 1.513], [-1.078, -1.335, 2.180], [-3.372, -1.566, 2.396], [-5.396, -2.336, 1.316], [-5.612, -2.387, -1.135], [-2.920, -1.048, -3.359], [-4.638, -1.226, -3.341], [-3.589, -2.683, -3.376], [-1.647, -0.909, -1.452], [-4.410, 7.230, 1.918], [-4.590, 5.992, 0.666], [-2.745, 7.796, 2.119], [-5.039, 8.071, 1.653], [-4.729, 6.806, 2.863], [-6.749, -4.819, -4.525], [-6.449, -4.070, -6.094], [-6.995, -3.610, -3.254], [-7.637, -5.432, -4.596], [-5.892, -5.428, -4.263], [5.157, 2.614, 2.187], [3.993, 3.948, 2.131], [4.759, 1.405, 0.952], [6.151, 2.998, 2.004], [5.112, 2.148, 3.165], [-9.101, -7.051, -7.470], [-9.026, -7.387, -5.735], [-7.512, -6.686, -8.153], [-9.502, -7.926, -7.969], [-9.749, -6.198, -7.629], [-1.111, 7.158, 5.973], [-2.303, 8.464, 5.904], [-1.442, 5.899, 4.769], [-0.123, 7.578, 5.781], [-1.144, 6.710, 6.959], [-4.126, 2.913, -3.405], [-4.081, 1.251, -2.796], [-4.712, 4.041, -2.177], [-3.121, 3.194, -3.692], [-4.786, 2.962, -4.263], [2.339, 7.185, -0.339], [3.446, 5.824, -0.556], [1.103, 6.841, 0.882], [2.905, 8.057, -0.033], [1.840, 7.372, -1.282], [-5.585, -3.949, 4.279], [-5.491, -5.018, 2.874], [-4.028, -3.156, 4.576], [-6.329, -3.186, 4.097], [-5.851, -4.539, 5.147], [1.221, 6.377, -4.655], [2.650, 6.888, -3.750], [-0.103, 5.921, -3.572], [0.892, 7.199, -5.279], [1.485, 5.521, -5.265], [-0.850, -6.589, -3.980], [-2.326, -5.620, -3.927], [0.501, -5.683, -4.679], [-0.588, -6.875, -2.968], [-1.027, -7.469, -4.586], [7.643, 4.121, 5.179], [8.162, 2.460, 5.492], [7.690, 4.497, 3.454], [6.626, 4.240, 5.535], [8.305, 4.802, 5.700], [-2.752, 9.548, -1.482], [-1.320, 8.959, -0.631], [-3.611, 8.239, -2.303], [-3.418, 10.005, -0.758], [-2.441, 10.276, -2.218], [-8.985, -0.293, -2.937], [-9.321, -1.471, -4.213], [-7.299, 0.256, -2.897], [-9.606, 0.576, -3.121], [-9.231, -0.733, -1.977], [0.936, 11.802, -0.897], [2.527, 11.975, -1.644], [-0.369, 11.968, -2.077], [0.865, 10.818, -0.450], [0.818, 12.570, -0.142], [11.034, 0.508, 6.608], [10.878, -0.651, 5.280], [12.713, 0.992, 6.867], [10.454, 1.388, 6.360], [10.661, 0.048, 7.515], [2.573, 6.596, 7.043], [1.581, 5.471, 7.977], [1.770, 8.157, 6.817], [3.503, 6.762, 7.574], [2.765, 6.163, 6.068], [-8.892, -3.978, 1.072], [-8.604, -3.468, 2.742], [-9.714, -2.727, 0.136], [-7.935, -4.190, 0.608], [-9.510, -4.867, 1.086], [-12.203, -7.136, -2.884], [-12.587, -8.175, -4.259], [-10.473, -6.773, -2.793], [-12.744, -6.204, -2.991], [-12.498, -7.642, -1.973], [12.233, -1.256, -0.439], [11.119, 0.004, 0.114], [11.674, -2.052, -1.915], [13.192, -0.797, -0.643], [12.330, -1.999, 0.343]]
}

=====

{
  "formula": "C23H23AsPPt",
  "method": "the ωB97M-V functional and the def2-TZVPD basis",
  "gap_ev": [6.1, 5.0],
  "lumo_ev": [-2.55, -6.47],
  "total_energy_ev": -97584.59553,
  "spin_multiplicity": 5,
  "total_charge": 1,
  "species": ["C", "C", "C", "C", "C", "Pt", "P", "H", "H", "H", "H", "H", "H", "H", "H", "C", "C", "C", "C", "C", "C", "As", "C", "C", "C", "C", "C", "C", "C", "C", "C", "C", "C", "C", "H", "H", "H", "H", "H", "H", "H", "H", "H", "H", "H", "H", "H", "H", "H"],
  "xyz": [[-3.627, 1.702, -1.454], [-3.188, 2.816, -2.132], [-2.483, 3.642, -1.247], [-2.291, 2.902, -0.049], [-2.923, 1.667, -0.166], [-2.467, -1.308, -0.546], [-2.109, -2.986, -2.051], [-4.160, 0.753, -1.870], [-3.377, 2.935, -3.148], [-2.024, 4.614, -1.517], [-3.192, 0.992, 0.731], [-1.672, 3.157, 0.788], [-0.791, -3.046, -2.788], [-3.084, -2.930, -3.201], [-2.301, -4.321, -1.349], [2.745, -4.013, -0.375], [1.509, -4.148, 0.240], [0.645, -3.052, 0.323], [1.054, -1.830, -0.223], [2.285, -1.679, -0.858], [3.145, -2.781, -0.932], [-0.305, -0.416, -0.067], [-0.156, -0.186, 1.887], [-1.332, -0.189, 2.620], [-1.286, -0.187, 4.011], [-0.033, -0.132, 4.668], [1.141, -0.102, 3.918], [1.095, -0.148, 2.521], [0.748, 1.167, -0.720], [1.395, 2.066, 0.130], [2.232, 3.043, -0.411], [2.407, 3.132, -1.802], [1.712, 2.255, -2.647], [0.871, 1.282, -2.111], [3.416, -4.868, -0.446], [1.191, -5.114, 0.654], [-0.340, -3.142, 0.776], [2.589, -0.718, -1.293], [4.108, -2.700, -1.425], [-2.297, -0.239, 2.107], [-2.210, -0.217, 4.589], [-0.002, -0.093, 5.763], [2.112, -0.030, 4.435], [2.017, -0.158, 1.933], [1.260, 2.009, 1.214], [2.759, 3.761, 0.243], [3.061, 3.903, -2.223], [1.826, 2.344, -3.736], [0.327, 0.590, -2.764]]
}